[1]
The following is a DFT calculation (wB97M-V/def2-TZVPD) of a 2-piece molecular cluster, C14H21F5N3O5S overall.

Summary:
net charge	+1
maximum force	1.69	eV/A
Kohn-Sham gap	4.98	eV
2S+1	1
energy	-1983.71740	Ha
energy above the lowest of the compared OMol25 structures with the same formula, charge and spin	0.0	kJ/mol

The geometry in XYZ format:
```
49
Properties=species:S:1:pos:R:3:forces:R:3:lowdin_charge:R:1
O -2.897 -3.934 3.159 0.7 -0.9 0.2 0.145
C -3.706 -3.082 3.002 -0.4 0.1 -0.3 -0.568
O -3.790 -1.996 3.782 -0.2 0.4 0.3 0.116
C -4.755 -3.061 1.924 0.1 0.8 0.1 -0.072
C -4.649 -1.750 1.103 -0.3 -0.5 -0.5 -0.130
C -4.632 -2.014 -0.421 -0.5 -0.3 0.7 -0.090
N -3.817 -0.990 -1.115 0.0 0.6 -0.8 -0.031
N -4.555 0.050 -1.488 0.2 -0.4 0.3 0.187
C -3.950 1.019 -2.122 -0.1 0.9 -0.4 -0.015
C -2.604 1.044 -2.476 0.2 -0.9 0.6 0.109
C -1.835 -0.040 -2.086 -0.6 0.3 -0.1 -0.010
C -0.361 -0.023 -2.495 0.3 0.1 -0.3 -0.410
F -0.284 0.806 -3.578 -0.1 0.0 0.0 0.106
F 0.067 -1.213 -2.928 -0.2 -0.1 0.2 0.147
C 0.579 0.618 -1.427 0.1 0.6 -0.2 -0.304
F 1.722 -0.054 -1.349 -0.1 -0.3 0.2 0.135
F -0.042 0.698 -0.226 0.0 -0.3 0.1 0.088
C -2.506 -1.044 -1.366 0.6 -0.7 -0.1 -0.074
S -1.540 -2.467 -0.753 0.4 0.3 1.6 0.699
O -2.271 -3.162 0.233 -0.3 -0.2 -0.4 -0.181
O -0.257 -1.975 -0.443 0.0 0.1 -0.5 -0.161
F -1.490 -3.306 -2.031 -0.1 -0.1 -0.4 -0.060
H -3.153 -2.106 4.504 0.1 0.0 0.0 0.141
H -5.708 -3.046 2.445 -0.2 -0.3 -0.1 0.133
H -4.657 -3.947 1.312 0.0 -0.2 0.0 0.124
H -5.534 -1.156 1.303 0.1 0.4 0.1 0.121
H -3.772 -1.171 1.374 0.1 0.0 0.2 0.117
H -4.303 -3.010 -0.678 0.3 0.0 0.0 0.119
H -5.642 -1.908 -0.797 0.0 0.3 -0.4 0.139
H -4.574 1.859 -2.392 -0.2 -0.1 0.0 0.143
H -2.172 1.865 -3.020 -0.1 0.1 -0.1 0.149
H 0.795 1.640 -1.741 0.0 0.0 -0.1 0.175
C 5.848 0.912 1.366 0.0 -0.1 0.0 -0.065
C 4.418 1.342 1.056 0.2 0.1 0.1 -0.435
C 4.284 2.138 -0.250 -0.2 -0.1 -0.1 -0.221
O 4.700 3.483 -0.171 0.1 0.0 -0.1 -0.188
C 6.094 3.699 -0.318 -0.1 0.2 0.1 -0.097
N 3.883 2.071 2.209 -0.2 0.0 -0.2 0.043
H 6.452 1.740 1.735 0.0 0.0 0.0 0.067
H 5.849 0.145 2.140 0.0 0.0 0.0 0.078
H 6.337 0.497 0.483 0.0 0.0 0.0 0.080
H 3.823 0.431 0.933 0.0 0.0 -0.1 0.129
H 3.220 2.181 -0.507 0.0 0.1 0.0 0.101
H 4.791 1.626 -1.079 0.1 0.0 0.1 0.122
H 6.537 2.993 -1.025 0.0 0.0 0.0 0.092
H 6.610 3.632 0.642 0.1 -0.1 0.0 0.078
H 6.229 4.709 -0.701 0.0 0.0 0.0 0.089
H 2.899 2.273 2.053 0.0 -0.1 0.1 0.066
H 4.323 2.988 2.227 0.1 0.0 0.1 0.072
```
Positions in Å, forces in eV/Å.

[2]
The following is a DFT calculation (wB97M-V/def2-TZVPD) of a 3-piece molecular cluster, C2H11N2O2 overall.

Summary:
net charge	+1
maximum force	1.75	eV/A
Kohn-Sham gap	9.88	eV
2S+1	1
energy	-342.53944	Ha
energy above the lowest of the compared OMol25 structures with the same formula, charge and spin	128.7	kJ/mol

The geometry in XYZ format:
```
17
Properties=species:S:1:pos:R:3:forces:R:3:lowdin_charge:R:1
C 0.684 -0.338 -0.069 1.2 -1.1 -0.7 -0.119
C 0.669 0.166 -1.290 -0.3 1.2 -0.9 -0.187
N 1.737 0.796 -1.919 0.4 -0.7 0.5 0.075
N -0.557 -0.771 0.577 0.8 1.2 0.7 0.186
H 1.655 -0.667 0.302 -0.6 0.3 0.8 0.132
H -0.246 0.307 -1.851 -0.3 -0.2 0.0 0.122
H 1.961 0.459 -2.849 -0.3 0.2 0.0 0.106
H 2.581 0.821 -1.354 -0.1 0.0 -0.1 0.099
H -1.354 -0.447 0.003 -0.4 -0.7 0.0 0.100
H -0.601 -1.761 0.812 -0.1 -0.1 -0.3 0.174
H -0.587 -0.255 1.466 -0.2 -0.1 0.0 0.143
H 1.449 1.649 3.230 0.0 0.1 -0.1 0.056
H 0.590 0.467 3.632 0.1 0.0 0.1 0.047
O 1.038 0.855 2.872 -0.4 -0.3 0.0 -0.051
H -3.282 -1.389 -1.333 0.1 0.0 0.1 0.077
H -3.448 0.126 -1.213 0.1 -0.1 0.1 0.079
O -2.928 -0.616 -0.874 -0.2 0.2 -0.2 -0.039
```
Positions in Å, forces in eV/Å.